C6H10S | ωB97M-V/def2-TZVPD

Positions of all 17 atoms, in Å:
C -2.105 -0.183 -0.515
C 0.184 0.739 -1.204
C -0.962 0.668 -0.261
C 0.425 -0.035 0.052
C 0.674 -1.527 0.156
C 1.231 0.824 1.106
S -3.418 -0.103 0.395
H -2.196 -0.859 -1.417
H 0.073 0.192 -2.233
H 0.778 1.648 -1.244
H -1.135 1.540 0.346
H 0.353 -1.942 1.157
H 1.752 -1.607 0.255
H 0.153 -2.132 -0.641
H 0.677 0.611 2.132
H 1.276 1.889 0.861
H 2.238 0.277 1.056

The value obtained for the HOMO-LUMO gap is 8.5 eV. For the energy above the lowest of the compared OMol25 structures with the same formula, charge and spin, the calculation gives 2.3180 eV. As for the SMILES: CC1(C)C[C@H]1C=S. The calculation puts the highest occupied orbital energy at -0.3102 Ha. As for the total charge: 0.

The natural (NBO) scheme yields these atomic charges, measured in e:
1. C -0.267
2. C -0.403
3. C -0.338
4. C 0.012
5. C -0.625
6. C -0.608
7. S 0.028
8. H 0.210
9. H 0.217
10. H 0.221
11. H 0.238
12. H 0.219
13. H 0.220
14. H 0.228
15. H 0.220
16. H 0.216
17. H 0.212